(1)
# C36H50N2O28

A structure of composition C36H50N2O28 (wB97M-V/def2-TZVPD, the OMol25 dataset).

XYZ file:
```
116
C36H50N2O28, DFT wB97M-V/def2-TZVPD
C 1.747 2.126 1.094
C 2.076 0.895 0.267
O 1.952 1.261 -1.093
C 2.849 0.674 -1.998
C 3.275 1.669 -3.059
O 3.654 2.914 -2.523
C 2.599 3.766 -2.171
O 1.355 3.201 -2.588
C 0.283 3.586 -1.885
O 0.182 4.661 -1.356
N -0.681 2.590 -1.789
C -2.055 3.129 -1.793
C -0.503 1.484 -2.700
C -0.219 0.239 -2.166
C -0.020 -0.829 -3.025
C -0.127 -0.593 -4.388
N -0.430 0.589 -4.935
C -0.612 1.599 -4.081
H 1.721 1.917 2.156
H 2.479 2.888 0.841
H 0.795 2.519 0.747
H 3.061 0.509 0.524
H 1.305 0.152 0.483
H 2.340 -0.136 -2.535
H 3.722 0.224 -1.522
H 2.558 1.741 -3.870
H 4.170 1.253 -3.521
H 2.591 3.915 -1.096
H 2.736 4.737 -2.638
H -2.256 3.608 -0.848
H -2.766 2.331 -1.922
H -2.217 3.868 -2.577
H -0.145 0.137 -1.096
H 0.229 -1.800 -2.632
H 0.057 -1.417 -5.060
H -0.859 2.566 -4.501
C -5.548 3.831 2.561
C -4.633 2.712 3.019
O -4.477 1.957 1.810
C -4.702 2.768 0.769
O -4.472 2.474 -0.366
O -5.209 3.952 1.168
H -5.370 4.770 3.078
H -6.606 3.574 2.643
H -3.660 3.070 3.345
H -5.060 2.094 3.803
C -1.073 -0.998 3.465
C -1.114 0.269 2.637
O -2.201 0.989 3.235
C -2.351 0.542 4.504
O -3.064 1.051 5.312
O -1.599 -0.554 4.723
H -0.070 -1.399 3.588
H -1.728 -1.778 3.070
H -0.207 0.862 2.739
H -1.313 0.090 1.582
C 3.636 -3.126 3.102
C 3.614 -2.654 1.664
O 2.218 -2.381 1.459
C 1.657 -2.137 2.659
O 0.549 -1.715 2.804
O 2.502 -2.435 3.662
H 4.547 -2.860 3.625
H 3.469 -4.200 3.193
H 4.175 -1.734 1.517
H 3.962 -3.404 0.959
C 7.717 -3.031 -1.141
C 7.395 -1.550 -1.141
O 6.574 -1.423 0.028
C 6.866 -2.445 0.863
O 6.472 -2.527 1.985
O 7.652 -3.354 0.255
H 8.701 -3.260 -1.539
H 6.970 -3.623 -1.672
H 8.281 -0.928 -1.015
H 6.853 -1.226 -2.025
C -2.243 -5.124 -4.438
C -1.631 -4.009 -5.262
O -0.423 -3.733 -4.544
C -0.088 -4.838 -3.833
O 0.943 -4.978 -3.258
O -1.088 -5.745 -3.860
H -2.805 -5.841 -5.030
H -2.877 -4.749 -3.633
H -1.373 -4.326 -6.273
H -2.255 -3.121 -5.314
C 3.988 3.847 4.738
C 3.957 2.647 5.661
O 2.557 2.496 5.908
C 1.880 3.060 4.882
O 0.715 2.952 4.704
O 2.718 3.765 4.082
H 4.794 3.809 4.009
H 4.041 4.792 5.281
H 4.330 1.740 5.182
H 4.493 2.806 6.592
C -0.793 -4.338 0.880
C -2.075 -4.329 1.683
O -2.594 -5.641 1.439
C -1.560 -6.451 1.098
O -1.632 -7.632 1.001
O -0.435 -5.725 0.893
H -0.010 -3.735 1.324
H -0.942 -4.025 -0.155
H -1.898 -4.211 2.753
H -2.782 -3.571 1.355
C -7.653 3.100 -2.760
C -7.072 1.925 -2.003
O -8.242 1.148 -1.711
C -9.198 1.456 -2.619
O -10.222 0.869 -2.753
O -8.824 2.531 -3.357
H -6.987 3.490 -3.525
H -7.954 3.914 -2.099
H -6.395 1.326 -2.615
H -6.563 2.215 -1.096
```

Summary:
E_HOMO in Ha: -0.3049
Net charge: 0

---

(2)
# C36H51AuGeN2OSSeSi2Te

A structure of composition C36H51AuGeN2OSSeSi2Te (wB97M-V/def2-TZVPD, the OMol25 dataset).

XYZ file:
```
97
C36H51AuGeN2OSSeSi2Te, DFT wB97M-V/def2-TZVPD
Au 1.008 -0.818 -0.472
C -0.023 2.270 -3.632
S -0.476 0.558 -3.407
C -2.156 0.639 -4.017
O -0.644 0.365 -1.897
H -0.702 2.893 -3.053
H -0.094 2.509 -4.691
H 1.007 2.392 -3.304
H -2.143 0.830 -5.088
H -2.694 1.427 -3.495
H -2.620 -0.325 -3.826
C 1.650 4.058 2.733
C 2.619 3.144 3.112
C 3.030 2.153 2.225
C 2.478 2.066 0.947
C 1.513 3.009 0.575
C 1.099 3.995 1.458
Ge 3.043 0.692 -0.302
C 3.362 1.373 -2.069
C 3.384 0.516 -3.173
C 3.653 1.002 -4.441
C 3.903 2.357 -4.621
C 3.888 3.220 -3.535
C 3.610 2.734 -2.267
C 4.242 -0.646 0.365
C 5.338 -1.039 -0.411
C 6.226 -1.991 0.059
C 6.014 -2.585 1.293
C 4.917 -2.222 2.064
C 4.035 -1.269 1.595
H 1.341 4.835 3.419
H 3.070 3.209 4.092
H 3.801 1.457 2.535
H 1.103 2.994 -0.431
H 0.375 4.736 1.145
H 3.213 -0.548 -3.040
H 3.687 0.329 -5.286
H 4.124 2.738 -5.609
H 4.103 4.270 -3.677
H 3.610 3.419 -1.428
H 5.517 -0.567 -1.370
H 7.090 -2.270 -0.528
H 6.708 -3.331 1.656
H 4.764 -2.686 3.028
H 3.184 -0.982 2.202
C -1.831 -3.336 -0.184
N -1.714 -3.807 -1.554
C -0.606 -3.712 -2.329
Se 1.041 -3.022 -1.942
N -0.890 -4.312 -3.517
C -2.160 -4.803 -3.506
C -2.897 -5.505 -4.467
C -4.166 -5.864 -4.100
C -4.706 -5.536 -2.826
C -3.996 -4.845 -1.881
C -2.692 -4.476 -2.240
H -0.866 -3.427 0.309
H -2.557 -3.961 0.331
H -2.165 -2.297 -0.184
H -0.203 -4.436 -4.249
H -2.484 -5.763 -5.430
H -4.784 -6.419 -4.790
H -5.715 -5.853 -2.602
H -4.422 -4.611 -0.919
C 0.172 -0.276 5.866
Si -0.416 -0.701 4.154
C 0.728 -1.918 3.295
C -2.172 -1.351 4.144
C -0.370 0.971 3.189
Te -0.871 0.918 1.179
C -2.950 1.036 1.362
Si -3.630 2.846 1.344
C -2.683 3.812 2.632
C -5.443 2.720 1.734
C -3.290 3.485 -0.384
H 0.225 -1.171 6.486
H -0.499 0.422 6.366
H 1.167 0.168 5.850
H 0.389 -2.940 3.463
H 1.742 -1.852 3.688
H 0.795 -1.768 2.211
H -2.187 -2.326 4.632
H -2.578 -1.493 3.141
H -2.855 -0.709 4.699
H 0.638 1.391 3.234
H -1.059 1.680 3.651
H -3.205 0.524 2.288
H -3.359 0.505 0.502
H -2.849 3.429 3.639
H -3.028 4.847 2.628
H -1.606 3.844 2.452
H -5.608 2.314 2.732
H -5.969 2.089 1.019
H -5.912 3.703 1.705
H -2.317 3.162 -0.763
H -3.297 4.575 -0.404
H -4.050 3.142 -1.087
```

Summary:
2S+1: 4
Relative energy (zero: lowest compared OMol25 entry of this formula, charge and spin) in kcal/mol: 18.8
E_HOMO (alpha / beta) in Ha: -0.5400 / -0.5809
Net charge: +3

---

(3)
# C36H51BN7O3ReSi

A structure of composition C36H51BN7O3ReSi (wB97M-V/def2-TZVPD, the OMol25 dataset).

XYZ file:
```
100
C36H51BN7O3ReSi, DFT wB97M-V/def2-TZVPD
Re 0.191 -0.541 -0.159
C -2.778 1.217 1.748
Si -1.160 2.198 1.699
C -0.638 2.424 3.508
C -1.772 3.873 1.047
N 0.112 1.553 0.731
C 1.206 2.392 0.487
C 1.389 3.585 1.223
C 2.379 4.520 0.960
C 3.299 4.286 -0.045
C 3.226 3.076 -0.728
C 2.224 2.156 -0.472
O 2.271 0.891 -1.069
C 2.970 0.656 -2.226
C 3.767 -0.477 -2.233
C 4.454 -0.828 -3.388
C 4.347 -0.044 -4.530
C 3.538 1.088 -4.508
C 2.843 1.443 -3.360
H -3.611 1.931 1.653
H -2.897 0.689 2.701
H -2.872 0.481 0.943
H -1.268 1.829 4.179
H -0.714 3.475 3.818
H 0.403 2.103 3.648
H -2.151 4.483 1.879
H -2.595 3.720 0.337
H -0.989 4.443 0.536
H 0.729 3.770 2.066
H 2.438 5.424 1.560
H 4.083 5.000 -0.275
H 3.983 2.831 -1.460
H 3.821 -1.080 -1.331
H 5.071 -1.720 -3.394
H 4.891 -0.309 -5.431
H 3.429 1.692 -5.401
H 2.192 2.306 -3.333
C -3.999 -0.547 -1.593
C -2.561 -0.226 -1.379
N -1.742 -1.022 -0.781
O -2.255 -2.242 -0.408
C -1.973 0.960 -1.881
C -2.739 2.013 -2.621
N -0.654 1.043 -1.685
O -0.031 1.945 -2.242
H -4.214 -1.567 -1.289
H -4.257 -0.419 -2.644
H -4.618 0.141 -1.010
H -1.423 -2.742 -0.314
H -3.583 2.376 -2.022
H -3.132 1.644 -3.577
H -2.069 2.844 -2.823
B 3.528 0.373 3.077
C 2.525 -0.045 1.947
N 1.796 -0.408 1.131
H 3.496 1.587 3.134
H 3.123 -0.135 4.114
H 4.632 -0.041 2.779
C 0.726 -4.036 1.921
C 1.923 -4.437 1.053
C 3.156 -3.558 1.303
C 1.628 -4.510 -0.441
C 2.027 -5.695 -1.049
C 1.914 -5.917 -2.411
C 1.327 -4.923 -3.171
C 0.860 -3.727 -2.633
C 0.053 -2.872 -3.616
C -1.455 -2.973 -3.318
C 0.469 -1.417 -3.803
C 1.048 -3.449 -1.230
N 0.604 -2.263 -0.691
H 0.989 -4.109 2.983
H -0.124 -4.707 1.732
H 0.421 -3.018 1.723
H 2.192 -5.452 1.349
H 2.987 -2.562 0.916
H 4.027 -3.979 0.791
H 3.381 -3.477 2.373
H 2.462 -6.466 -0.421
H 2.252 -6.844 -2.861
H 1.208 -5.086 -4.239
H 0.208 -3.348 -4.587
H -1.731 -2.321 -2.487
H -1.738 -4.000 -3.062
H -2.036 -2.667 -4.196
H 0.452 -0.871 -2.870
H -0.222 -0.922 -4.496
H 1.474 -1.353 -4.221
C -3.403 -2.467 4.568
N -2.223 -1.882 3.950
C -1.101 -1.400 4.594
C -0.259 -0.976 3.610
N -0.844 -1.185 2.380
C -2.014 -1.735 2.619
H -3.172 -2.742 5.593
H -3.703 -3.358 4.026
H -4.235 -1.764 4.575
H -1.012 -1.405 5.671
H 0.727 -0.533 3.700
H -2.739 -2.025 1.870
```

Summary:
2S+1: 4
Relative energy (zero: lowest compared OMol25 entry of this formula, charge and spin) in kcal/mol: 34.7
E_HOMO (alpha / beta) in Ha: -0.1409 / -0.1562
Net charge: -1

---

(4)
# C36H51Cl3F19KN3O4PS3

A structure of composition C36H51Cl3F19KN3O4PS3 (wB97M-V/def2-TZVPD, the OMol25 dataset).

XYZ file:
```
121
C36H51Cl3F19KN3O4PS3, DFT wB97M-V/def2-TZVPD
C 4.196 1.659 -3.636
C 3.698 2.347 -2.219
C 4.371 3.666 -1.516
C 3.728 4.231 -0.089
C 2.408 3.524 0.655
C 1.830 4.197 2.057
C 2.888 5.239 2.773
C 0.330 4.863 1.897
C 1.711 2.189 -0.073
O 0.525 1.622 0.586
C 0.604 0.160 0.728
N -0.705 -0.422 0.241
C -1.754 -0.073 1.088
C -3.225 -0.621 0.606
C -2.655 -1.552 -0.660
C -1.065 -1.277 -0.954
C -0.598 -0.465 -2.300
C -1.633 -0.562 -3.567
C -2.149 0.951 -4.058
C -1.515 1.260 -5.574
C 0.130 1.541 -5.513
C 0.805 1.689 -7.021
C 2.232 0.890 -7.190
S 3.565 1.910 -8.089
C 5.258 1.538 -7.294
N 5.484 0.294 -6.425
N 6.795 0.305 -5.953
C 7.465 1.556 -6.507
O 6.497 2.333 -7.347
C -0.324 -2.711 -0.573
C -0.401 -3.838 -1.761
C 0.899 -3.781 -2.813
F 0.323 -3.116 -4.045
F 1.977 -2.872 -2.361
C 1.364 -5.262 -3.291
F 0.096 -5.924 -3.795
F 2.161 -5.069 -4.561
C 1.996 -6.282 -2.225
F 2.771 -7.307 -3.025
F 0.831 -7.093 -1.690
C 2.789 -5.768 -0.926
F 2.128 -4.725 -0.092
F 2.832 -6.969 0.001
S 4.572 -5.264 -1.115
F 4.465 -4.926 -2.780
F 4.237 -3.611 -0.650
F 4.760 -5.574 0.597
F 5.132 -6.888 -1.356
F 6.232 -4.786 -1.199
C 2.396 1.675 -1.472
H 4.560 2.473 -4.393
H 3.230 1.121 -4.084
H 4.980 0.784 -3.459
H 5.281 4.227 -1.998
H 4.262 5.205 0.344
H 1.703 3.292 2.824
H 2.965 6.241 2.154
H 2.694 5.405 3.920
H 3.966 4.734 2.684
H 0.093 5.531 2.857
H 0.215 5.575 0.969
H -0.504 4.009 1.920
H 0.645 -0.057 1.901
H 1.566 -0.332 0.279
H -1.456 0.594 2.003
H -3.749 0.394 0.260
H -3.932 -1.146 1.381
H -3.460 -1.319 -1.476
H -2.967 -2.660 -0.343
H 0.484 -0.775 -2.684
H -0.490 0.682 -1.990
H -2.511 -1.325 -3.438
H -0.989 -0.963 -4.490
H -1.798 1.804 -3.335
H -3.323 1.005 -4.177
H -2.039 2.169 -6.105
H -1.629 0.305 -6.278
H 0.351 2.539 -4.932
H 0.711 0.681 -4.946
H 1.046 2.839 -7.231
H 0.092 1.324 -7.875
H 2.722 0.592 -6.156
H 2.096 -0.107 -7.812
H 8.594 1.821 -6.273
H 0.764 -2.538 -0.132
H -0.955 -3.149 0.341
H -1.418 -3.633 -2.347
H -0.540 -4.928 -1.296
H 1.904 0.731 -1.990
Cl 1.981 8.403 3.488
C 0.634 8.116 4.617
C 1.116 7.651 5.981
Cl 1.816 6.014 5.925
H -0.043 7.388 4.159
H 0.097 9.065 4.716
H 0.274 7.611 6.680
H 1.869 8.328 6.396
C -6.044 -2.182 5.811
C -6.307 -2.759 4.421
C -6.115 -1.629 3.411
S -4.943 -0.497 4.145
O -5.616 0.758 4.406
O -3.692 -0.569 3.417
C -4.763 -1.373 5.686
H -5.951 -2.968 6.566
H -6.875 -1.528 6.102
H -5.587 -3.561 4.217
H -7.310 -3.191 4.344
H -5.718 -1.999 2.463
H -7.048 -1.085 3.237
H -4.621 -0.664 6.504
H -3.890 -2.027 5.599
Cl -0.010 9.680 6.679
K -6.910 -4.932 4.048
F -5.426 -2.719 10.372
P -5.710 -4.014 9.553
F -7.175 -3.514 9.377
F -6.158 -4.690 10.883
F -4.484 -3.340 8.866
F -6.157 -4.507 8.144
F -4.857 -5.312 9.675
```

Summary:
E_HOMO in Ha: -0.2014
Net charge: 0

---

Question: Which of these has the lowest net charge?
Answer: C36H51BN7O3ReSi

---

Question: Among the records above, which one has the lowest net charge?
Answer: C36H51BN7O3ReSi

---

Question: The lowest net charge belongs to which entry?
Answer: C36H51BN7O3ReSi

---

Question: Which of these has the highest net charge?
Answer: C36H51AuGeN2OSSeSi2Te